{"formula": "C2H9NO2", "method": "ωB97M-V/def2-TZVPD", "homo_lumo_gap_ev": 10.18, "smiles": "NCCO.O", "mol_weight_da": 79.10, "de_lowest_kcal_mol": 20.0, "spin_multiplicity": 1, "total_charge": 0, "species": ["C", "O", "C", "N", "H", "H", "H", "H", "H", "H", "H", "H", "H", "O"], "coordinates": [[1.250946, -0.987023, -0.295408], [0.791602, -2.194948, 0.285312], [-0.097185, -0.328756, -0.647880], [0.065764, 1.042846, -0.981047], [1.656682, -0.240315, 0.395408], [2.096583, -1.224656, -1.055966], [1.347233, -2.924549, 0.067563], [-0.494764, -0.851694, -1.536191], [-0.796335, -0.459875, 0.181205], [0.336738, 1.682530, -0.168556], [-0.840487, 1.410979, -1.335839], [-2.046221, 1.193554, 2.229129], [-1.147417, 1.965435, 1.255952], [-2.123142, 1.916467, 1.606316]], "atomic_forces_ev_per_a": [[-0.2, -0.1, -0.5], [-0.1, 0.2, 0.9], [0.6, -0.8, -1.2], [-0.5, 3.0, 0.2], [0.6, -0.6, 0.6], [-1.9, 0.8, 0.6], [0.7, -0.6, -0.2], [-0.1, 0.2, 0.4], [0.2, -0.5, 0.2], [-0.4, -1.4, -1.4], [1.0, -0.2, 0.4], [-0.2, -0.3, 0.3], [-2.9, 0.0, 0.9], [3.0, 0.2, -1.2]], "mulliken_charge": [-0.269, -0.507, -0.296, -0.644, 0.169, 0.288, 0.309, 0.281, 0.202, 0.226, 0.286, 0.319, 0.284, -0.648]}